--- a ---
Below is 8 unconnected molecules or ions with the total composition C16H32Br16, with properties calculated with ωB97M-V/def2-TZVPD.

Geometry as ORCA input:
```
! RIJCOSX wB97M-V def2-TZVPD def2/J DEFGRID3
* xyz 0 1
Br -1.288 -4.733 4.348
C -0.208 -3.225 4.876
C -0.814 -2.482 6.019
Br -0.043 -0.688 6.052
H -0.152 -2.570 4.010
H 0.817 -3.544 5.042
H -0.625 -2.899 6.998
H -1.872 -2.322 5.854
Br 2.074 2.440 -1.080
C 2.139 2.789 0.862
C 2.128 4.254 1.061
Br 1.931 4.577 2.985
H 3.083 2.376 1.188
H 1.262 2.285 1.240
H 1.287 4.748 0.590
H 3.064 4.725 0.795
Br -3.718 2.679 1.162
C -2.758 2.000 2.726
C -1.880 3.080 3.227
Br -1.128 2.554 4.948
H -2.228 1.121 2.370
H -3.486 1.648 3.447
H -2.449 3.978 3.437
H -1.058 3.320 2.563
Br 0.004 -0.743 1.872
C 0.077 -0.584 -0.077
C -0.869 0.506 -0.461
Br -0.753 0.798 -2.357
H -0.236 -1.525 -0.514
H 1.106 -0.306 -0.262
H -0.718 1.411 0.119
H -1.884 0.163 -0.291
Br 0.268 -3.801 -2.347
C 0.732 -4.919 -0.852
C 0.314 -4.288 0.423
Br -1.613 -3.971 0.505
H 1.815 -5.001 -0.855
H 0.281 -5.897 -0.965
H 0.770 -3.315 0.578
H 0.484 -4.906 1.300
Br -4.402 -0.166 -1.038
C -3.956 -1.896 -1.714
C -4.297 -2.133 -3.167
Br -6.214 -1.857 -3.493
H -4.404 -2.648 -1.071
H -2.876 -2.001 -1.576
H -4.176 -3.188 -3.385
H -3.778 -1.467 -3.842
Br 6.616 -0.651 -3.384
C 5.785 -1.647 -1.942
C 4.299 -1.332 -1.973
Br 3.341 -2.352 -0.625
H 6.260 -1.391 -1.000
H 5.975 -2.695 -2.143
H 3.935 -1.586 -2.966
H 4.045 -0.303 -1.759
Br 0.521 6.214 -5.930
C -0.106 5.420 -4.262
C 0.168 3.965 -4.249
Br -0.967 3.019 -5.512
H -1.158 5.676 -4.168
H 0.424 6.003 -3.515
H -0.095 3.502 -3.303
H 1.202 3.779 -4.515
*
```

Results
SMILES string: BrCCBr.BrCCBr.BrCCBr.BrCCBr.BrCCBr.BrCCBr.BrCCBr.BrCCBr
lowest unoccupied orbital energy: 0.0037 hartree
Kohn-Sham gap: 0.367 hartree

=====

--- b ---
Below is 8 unconnected molecules or ions with the total composition C16H32Br16, with properties calculated with ωB97M-V/def2-TZVPD.

Geometry as ORCA input:
```
! RIJCOSX wB97M-V def2-TZVPD def2/J DEFGRID3
* xyz 0 1
Br -1.140 -3.484 1.604
C -0.929 -3.031 3.593
C -2.016 -2.107 4.077
Br -1.263 -1.234 5.706
H 0.050 -2.556 3.652
H -0.708 -3.874 4.248
H -2.940 -2.585 4.400
H -2.183 -1.321 3.340
Br 3.364 -6.209 0.943
C 3.499 -4.891 2.426
C 2.537 -3.720 2.161
Br 3.129 -2.746 0.574
H 4.550 -4.652 2.587
H 3.181 -5.381 3.346
H 2.585 -3.076 3.040
H 1.543 -4.071 1.882
Br 2.414 3.666 0.857
C 0.903 4.736 1.576
C -0.451 4.181 1.176
Br -1.945 5.155 2.082
H 1.112 5.784 1.362
H 0.930 4.730 2.665
H -0.442 3.117 1.413
H -0.690 4.334 0.124
Br -3.702 -0.917 -1.212
C -4.484 -1.275 -3.059
C -6.009 -1.425 -3.029
Br -6.479 -2.914 -1.764
H -4.036 -2.211 -3.394
H -4.219 -0.457 -3.729
H -6.480 -1.727 -3.965
H -6.451 -0.494 -2.674
Br 1.471 3.307 5.637
C 1.477 1.785 4.418
C 2.904 1.292 4.365
Br 3.160 -0.141 2.940
H 1.190 2.236 3.468
H 0.818 1.019 4.826
H 3.298 0.897 5.301
H 3.654 2.049 4.137
Br 1.995 -0.132 -6.094
C 1.070 -1.657 -5.190
C -0.421 -1.555 -5.361
Br -1.200 -3.176 -4.426
H 1.394 -1.808 -4.160
H 1.438 -2.581 -5.636
H -0.754 -1.573 -6.399
H -0.839 -0.653 -4.913
Br -0.636 0.483 2.117
C 0.615 -0.105 0.687
C 0.049 0.346 -0.656
Br 1.300 -0.201 -2.071
H 0.778 -1.180 0.757
H 1.592 0.344 0.865
H 0.014 1.434 -0.609
H -0.891 -0.114 -0.963
Br 0.961 5.380 -1.950
C 0.528 3.686 -2.908
C 0.383 3.847 -4.421
Br -0.796 2.423 -5.238
H -0.388 3.329 -2.437
H 1.315 2.991 -2.611
H 1.339 3.842 -4.945
H -0.045 4.842 -4.539
*
```

Results
SMILES string: BrCCBr.BrCCBr.BrCCBr.BrCCBr.BrCCBr.BrCCBr.BrCCBr.BrCCBr
lowest unoccupied orbital energy: 0.0027 hartree
Kohn-Sham gap: 0.371 hartree

=====

--- c ---
Below is a molecular structure, C16H32Br16, with properties calculated with ωB97M-V/def2-TZVPD.

Geometry as ORCA input:
```
! RIJCOSX wB97M-V def2-TZVPD def2/J DEFGRID3
* xyz 0 1
Br -0.853 0.525 -4.270
C -0.595 -1.318 -3.479
C 0.465 -2.011 -4.264
Br 0.922 -3.853 -3.612
H -1.487 -1.942 -3.443
H -0.377 -1.222 -2.416
H 1.448 -1.544 -4.308
H 0.172 -2.071 -5.312
Br 3.509 -0.458 2.382
C 2.274 -2.034 2.584
C 1.261 -1.686 3.686
Br 0.296 -3.269 4.394
H 2.988 -2.851 2.681
H 1.924 -2.061 1.551
H 0.584 -0.974 3.214
H 1.840 -1.323 4.535
Br -1.202 -1.611 3.042
C -1.475 0.179 3.906
C -1.412 1.261 2.776
Br -1.730 3.167 3.476
H -0.677 0.314 4.636
H -2.344 0.300 4.554
H -2.054 1.292 1.896
H -0.393 1.343 2.399
Br -2.011 -1.686 -0.444
C -0.505 -2.508 0.580
C -0.930 -3.788 1.254
Br 0.736 -4.683 1.743
H -0.253 -1.832 1.397
H 0.356 -2.460 -0.086
H -1.591 -4.476 0.727
H -1.461 -3.473 2.153
Br -3.913 0.797 2.628
C -3.642 -0.252 0.961
C -3.584 0.706 -0.249
Br -5.233 1.786 -0.508
H -4.419 -1.010 0.851
H -2.683 -0.731 1.156
H -3.351 0.090 -1.118
H -2.808 1.469 -0.319
Br -0.829 4.934 -2.501
C 0.715 3.984 -3.267
C 0.119 2.683 -3.787
Br 0.097 1.399 -2.291
H 1.576 3.898 -2.604
H 1.020 4.540 -4.153
H 0.655 2.102 -4.538
H -0.920 2.826 -4.083
Br 4.041 1.897 2.180
C 3.414 1.544 0.316
C 3.314 2.893 -0.309
Br 2.191 2.736 -1.942
H 2.479 1.007 0.475
H 4.047 0.822 -0.201
H 4.274 3.286 -0.643
H 2.979 3.757 0.265
Br -1.315 0.349 0.960
C -0.404 -0.086 -0.801
C 1.136 0.040 -0.720
Br 1.799 -0.824 0.934
H -0.827 0.607 -1.528
H -0.555 -1.123 -1.104
H 1.468 1.051 -0.481
H 1.732 -0.427 -1.503
*
```

Results
lowest unoccupied orbital energy: -0.0069 hartree
Kohn-Sham gap: 0.244 hartree

=====

If you had to name the least stable structure above, which would it be? It would be c.